No. 1
Formula: C6H8O2
Source: the OMol25 dataset
Level of theory: ωB97M-V/def2-TZVPD

Computed properties:
Frontier orbital gap in eV: 10.1
Electronic energy in hartree: -383.6066
Energy above the lowest of the compared OMol25 structures with the same formula, charge and spin in kcal/mol: 190.5
HOMO energy in eV: -9.1
Charge: 0

```
16
Properties=species:S:1:pos:R:3:forces:R:3
C 0.639 1.451 1.182 0.7458 0.0466 -1.1928
C 1.240 -0.657 0.187 2.4228 2.2624 -0.6504
C 0.067 -1.208 -0.741 -2.6683 4.2551 -3.1344
C -1.256 -0.260 -1.324 -0.5507 0.0510 0.7512
C -0.441 0.841 0.257 1.8812 -2.5710 -1.0022
C -0.045 -0.753 0.573 -3.0796 1.8855 4.0605
H 0.326 1.054 2.145 1.0918 0.8532 0.7253
H 1.050 2.537 1.009 -1.2736 -2.1789 0.7759
H 1.858 -1.460 0.087 2.6158 -1.6303 0.7321
H 0.237 -2.221 -0.896 -0.3316 -1.6751 -1.0249
H -1.295 0.606 -2.002 1.2985 -0.7009 -0.2578
H -2.021 -0.892 -1.695 -0.9719 -0.9948 0.1919
H 0.115 1.044 -0.738 -1.1136 0.0048 1.4402
H -0.470 -1.240 1.431 -0.4165 0.0142 0.3567
O 1.821 0.605 0.593 -1.8748 0.4952 -0.1447
O -1.825 0.552 -0.067 2.2248 -0.1171 -1.6266
```
Positions in Å, forces in eV/Å.

These are the Mulliken partial charges, in e, on atoms 1 to 6: atom 1 (C): -0.42, atom 2 (C): -0.17, atom 3 (C): -0.47, atom 4 (C): -0.64, atom 5 (C): 0.03, atom 6 (C): -0.33

No. 2
Formula: C27H45F13NO5PSi2
Source: the OMol25 dataset
Level of theory: ωB97M-V/def2-TZVPD

Computed properties:
Frontier orbital gap in eV: 8.6
Electronic energy in hartree: -3705.5483
HOMO energy in eV: -8.1
Charge: 0

```
94
Properties=species:S:1:pos:R:3:forces:R:3
F 4.340 -3.097 1.043 -0.7301 0.4051 0.3919
C 5.392 -3.625 0.469 0.2259 0.3972 -0.4507
F 6.180 -4.121 1.393 0.6059 -0.3813 0.6126
F 4.987 -4.608 -0.315 -0.2217 -0.5348 -0.4792
C 6.129 -2.576 -0.421 0.1272 -0.2002 0.2090
F 6.881 -3.269 -1.291 0.2086 -0.1481 -0.1403
F 5.203 -1.907 -1.110 -0.2619 0.2102 -0.2360
C 7.106 -1.584 0.269 -0.3253 0.0692 0.0339
F 7.985 -2.314 0.968 0.2025 -0.1522 0.1595
F 7.779 -0.952 -0.701 0.1751 0.1475 -0.2194
C 6.531 -0.520 1.251 0.2160 0.0712 -0.1764
F 7.611 0.016 1.843 0.1096 0.0695 0.0615
F 5.831 -1.171 2.189 -0.1312 -0.1783 0.1910
C 5.689 0.660 0.640 -0.1538 0.1703 0.4649
F 5.786 0.648 -0.699 -0.0194 -0.0327 -0.3189
F 6.223 1.819 1.073 0.0852 0.0911 -0.0166
C 4.194 0.694 1.036 0.0763 0.1779 -0.2618
F 3.668 -0.511 0.701 -0.1106 -0.1237 -0.0345
F 4.132 0.794 2.388 -0.0309 0.0168 0.0753
C 3.447 1.844 0.365 -0.2496 -0.0538 0.0881
C 2.072 1.447 -0.187 -0.1954 0.5487 0.2725
Si 0.714 1.229 1.103 0.3069 -0.0275 -0.3807
C -0.871 2.011 0.518 0.0756 0.0505 0.0404
C -1.989 2.010 1.571 0.1592 -0.1552 -0.4267
C -3.390 2.232 0.984 0.0154 0.2388 0.3754
C -4.475 1.522 1.797 0.2236 0.1402 -0.3201
C -5.810 1.363 1.073 0.2022 -0.1717 -0.0701
C -5.675 0.517 -0.203 -0.3887 0.0032 0.4611
C -6.956 -0.249 -0.574 0.6579 0.0342 -0.4495
C -6.654 -1.558 -1.344 -0.7268 0.1317 0.3055
C -7.100 -2.830 -0.597 0.3913 -0.2487 -0.2995
C -5.931 -3.483 0.143 -0.2239 0.5206 0.2773
C -5.519 -2.678 1.392 0.5443 -0.1986 -0.2265
C -3.995 -2.626 1.518 -0.6118 0.2015 0.3011
N -3.532 -2.219 2.839 0.3297 -0.0210 0.2701
C -4.265 -1.821 3.929 0.5082 0.2062 0.3470
C -3.387 -1.523 4.959 -0.1095 -0.2413 -0.4906
C -2.074 -1.763 4.481 -0.3756 -0.1906 -0.7492
C -2.200 -2.186 3.165 -0.0974 0.2792 0.7187
O 1.209 1.905 2.549 -0.4310 -0.7104 -0.0320
Si 0.787 1.218 4.007 0.2297 0.3452 0.3074
H 4.051 2.286 -0.422 0.1484 -0.1532 -0.1087
H 3.317 2.613 1.124 0.1232 0.0306 0.1075
H 2.125 0.588 -0.850 0.0547 -0.0984 -0.0457
H 1.743 2.282 -0.809 0.0306 -0.0020 -0.1351
H 0.493 -0.229 1.270 -0.0787 -0.0035 0.2239
H -0.660 3.019 0.152 -0.0579 0.1021 0.0067
H -1.184 1.438 -0.361 -0.0271 -0.0694 -0.0635
H -1.975 1.045 2.085 -0.0474 -0.0514 0.1398
H -1.761 2.779 2.308 -0.0530 -0.0399 0.2196
H -3.594 3.305 0.990 -0.0923 0.0752 -0.1921
H -3.412 1.920 -0.059 0.0336 -0.1790 -0.0693
H -4.112 0.521 2.045 -0.0007 -0.0732 0.1276
H -4.592 2.063 2.737 -0.1399 -0.0971 0.1409
H -6.484 0.831 1.747 -0.1628 0.0976 0.0936
H -6.257 2.332 0.851 -0.0904 0.0844 0.0166
H -4.886 -0.217 -0.019 0.1457 0.0241 -0.1086
H -5.365 1.138 -1.041 0.1692 -0.0426 -0.1195
H -7.577 0.389 -1.200 -0.2144 0.0858 0.1455
H -7.509 -0.482 0.333 -0.1619 0.0331 0.0671
H -7.166 -1.530 -2.304 0.0728 0.0107 -0.1181
H -5.586 -1.627 -1.544 0.1081 0.0220 -0.1527
H -7.904 -2.599 0.100 -0.1103 0.0064 0.0518
H -7.504 -3.547 -1.314 -0.0200 -0.0436 -0.0197
H -5.083 -3.509 -0.541 0.0531 -0.2340 -0.1104
H -6.181 -4.503 0.429 0.1008 -0.1254 -0.0090
H -5.931 -3.141 2.285 -0.1990 0.0705 0.0706
H -5.879 -1.655 1.304 -0.1811 -0.0234 0.2466
H -3.630 -1.890 0.800 0.2002 -0.1618 -0.2066
H -3.587 -3.608 1.288 0.1764 -0.0396 -0.0300
H -5.336 -1.751 3.915 -0.0744 -0.0368 -0.1097
H -3.649 -1.184 5.947 -0.1205 0.0156 0.0090
H -1.151 -1.639 5.019 0.0138 -0.0313 0.0148
H -1.449 -2.455 2.443 0.0265 -0.0405 -0.0570
H 1.999 0.880 4.781 0.0526 0.0563 -0.0712
H -0.013 2.185 4.788 0.0105 0.0515 -0.0451
H -0.011 -0.009 3.847 0.0285 0.0403 -0.2033
C 5.747 2.062 -3.915 0.0734 0.0459 0.0168
O 5.021 2.343 -5.122 -0.0543 -0.0421 0.1161
P 3.451 2.051 -5.168 0.1002 0.0343 -0.0865
O 2.878 1.787 -3.849 0.0422 -0.0183 0.2499
O 3.269 0.917 -6.248 -0.0545 0.0531 -0.1120
C 3.884 -0.350 -5.993 0.0251 -0.0966 0.0590
O 2.862 3.265 -5.976 0.0525 -0.0214 -0.1148
C 3.127 4.588 -5.492 -0.0176 0.0814 0.0422
H 5.779 0.990 -3.724 -0.0244 -0.0003 0.0215
H 6.758 2.432 -4.062 -0.0115 0.0065 -0.0679
H 5.293 2.567 -3.065 -0.0435 -0.0407 0.0021
H 3.735 -0.656 -4.957 -0.0197 0.0150 -0.0032
H 4.950 -0.295 -6.218 -0.0001 0.0192 0.0166
H 3.414 -1.074 -6.651 -0.0297 0.0312 -0.0253
H 4.100 4.921 -5.851 0.0155 -0.0284 0.0137
H 3.102 4.621 -4.402 -0.0243 -0.0174 0.0011
H 2.351 5.236 -5.887 -0.0278 -0.0378 -0.0209
```
Positions in Å, forces in eV/Å.

These are the Mulliken partial charges, in e, on atoms 1 to 6: atom 1 (F): -0.17, atom 2 (C): 0.58, atom 3 (F): -0.26, atom 4 (F): -0.27, atom 5 (C): 0.54, atom 6 (F): -0.32

No. 3
Formula: CHF3N2
Source: the OMol25 dataset
Level of theory: ωB97M-V/def2-TZVPD

Computed properties:
Frontier orbital gap in eV: 10.8
Electronic energy in hartree: -447.6425
Energy above the lowest of the compared OMol25 structures with the same formula, charge and spin in kcal/mol: 134.1
HOMO energy in eV: -10.1
Charge: 0

```
7
Properties=species:S:1:pos:R:3:forces:R:3
C 0.239 0.229 0.001 0.5498 1.1944 -0.0101
N 1.244 -0.529 0.000 0.1105 -1.2612 0.0001
N -1.033 -0.215 0.004 -0.8975 0.1325 0.0234
F 0.245 1.576 0.000 -0.0019 -0.8798 0.0023
F 2.466 0.108 -0.002 -0.2847 0.6146 -0.0010
F -1.315 -1.549 -0.001 0.3696 0.3806 -0.0050
H -1.846 0.380 -0.001 0.1542 -0.1810 -0.0098
```
Positions in Å, forces in eV/Å.

These are the Mulliken partial charges, in e, on atoms 1 to 6: atom 1 (C): 0.67, atom 2 (N): -0.36, atom 3 (N): -0.07, atom 4 (F): -0.19, atom 5 (F): -0.15, atom 6 (F): -0.15

No. 4
Formula: C2H9N3O
Source: the OMol25 dataset
Level of theory: ωB97M-V/def2-TZVPD

Computed properties:
Frontier orbital gap (alpha / beta) in eV: 7.4 / 7.4
Electronic energy in hartree: -320.9305
Energy above the lowest of the compared OMol25 structures with the same formula, charge and spin in kcal/mol: 126.3
HOMO energy (alpha / beta) in eV: -6.9 / -6.9
Charge: 0

```
15
Properties=species:S:1:pos:R:3:forces:R:3
C 0.538 -1.623 1.195 -0.1741 -0.3198 -0.0983
N -1.714 0.063 1.017 0.3120 -0.0996 0.3551
C -0.035 -1.134 -0.083 -0.7125 0.7088 0.3518
N -1.067 -0.332 -0.175 0.6880 -0.0355 -0.3053
H -1.199 0.861 1.385 -0.1345 -0.0470 0.0771
H -2.644 0.374 0.763 0.1007 0.0680 -0.0629
H 0.412 -1.408 -1.026 0.0812 0.1800 -0.0438
H 1.158 -2.501 1.019 -0.0326 0.0355 0.0543
H -0.253 -1.848 1.911 0.0533 0.0512 0.0208
H 1.176 -0.839 1.615 -0.0933 -0.0043 -0.0584
N 1.342 1.993 -1.729 0.6417 0.0883 0.2905
O 0.725 1.042 -0.916 -1.5006 -0.0674 -0.2825
H -0.704 0.595 -0.814 1.2691 -0.3966 -0.3405
H 1.185 1.821 -2.721 -0.3753 0.1407 0.3514
H 1.079 2.935 -1.441 -0.1232 -0.3024 -0.3095
```
Positions in Å, forces in eV/Å.

These are the Mulliken partial charges, in e, on atoms 1 to 6: atom 1 (C): -1.05, atom 2 (N): -0.61, atom 3 (C): 0.28, atom 4 (N): -0.14, atom 5 (H): 0.24, atom 6 (H): 0.26

No. 5
Formula: C23H32BIrN8O
Source: the OMol25 dataset
Level of theory: ωB97M-V/def2-TZVPD

Computed properties:
Frontier orbital gap (alpha / beta) in eV: 7.3 / 5.3
Electronic energy in hartree: -1537.2277
Energy above the lowest of the compared OMol25 structures with the same formula, charge and spin in kcal/mol: 35.0
HOMO energy (alpha / beta) in eV: -17.7 / -17.7
Charge: +3
Spin multiplicity: 2

```
66
Properties=species:S:1:pos:R:3:forces:R:3
Ir 0.168 0.274 -0.044 -0.0199 1.5924 -0.0513
C -3.054 -0.037 -1.981 0.0877 0.0886 -0.0276
C -2.848 0.875 -0.817 0.1112 -0.0470 -0.0051
C -3.822 1.738 -0.345 -0.1920 -0.0942 -0.1094
C -3.348 2.293 0.826 -0.0531 0.1990 0.1603
C -4.000 3.276 1.737 0.0608 -0.0968 0.0287
N -2.120 1.798 1.031 -0.1362 0.0637 -0.0784
N -1.769 0.965 0.016 -0.2393 -0.2802 -0.3784
B -1.263 1.793 2.265 -0.0432 -0.1000 0.3524
N -0.958 0.259 2.569 0.1012 0.0531 -0.2617
N -0.368 -0.503 1.599 0.2953 -0.2942 0.0214
C -0.236 -1.815 2.034 -0.0460 -0.0787 0.1336
C 0.337 -2.896 1.183 -0.0140 0.1246 0.0488
C -0.729 -1.855 3.300 -0.2312 0.5806 0.1934
C -1.187 -0.516 3.622 0.2304 -0.8502 -0.1028
C -1.798 -0.049 4.876 -0.0624 0.1177 0.0662
N 0.079 2.412 1.947 0.0842 0.0118 -0.0221
N 0.986 1.672 1.235 0.0641 0.0858 -0.0191
C 2.205 2.268 1.428 -0.0449 0.0343 -0.1542
C 3.566 1.790 1.059 -0.0595 0.0108 -0.1189
C 2.011 3.417 2.172 0.1810 -0.0487 0.1104
C 0.673 3.473 2.506 -0.1945 0.1132 0.0602
C -0.051 4.484 3.328 0.0178 -0.0997 -0.0275
H -4.118 -0.255 -2.053 -0.0181 0.0290 0.0021
H -2.518 -0.972 -1.877 -0.0920 -0.0524 0.0436
H -2.770 0.446 -2.920 0.0121 -0.0185 0.0156
H -4.789 1.903 -0.791 0.0242 -0.0162 0.0084
H -4.964 3.564 1.328 -0.0085 0.0112 0.0018
H -3.388 4.171 1.848 -0.0100 0.0082 -0.0291
H -4.162 2.860 2.732 -0.0105 -0.0324 -0.0247
H -1.798 2.309 3.190 0.0477 -0.0710 -0.0013
H 0.616 -2.529 0.197 -0.0175 -0.0213 -0.0613
H -0.392 -3.695 1.051 -0.0133 -0.0030 0.0077
H 1.216 -3.329 1.660 -0.0015 -0.0019 0.0206
H -0.783 -2.708 3.957 -0.0077 0.0269 -0.0234
H -1.898 -0.868 5.582 0.0048 -0.0046 -0.0033
H -2.783 0.385 4.688 0.0118 -0.0229 -0.0115
H -1.186 0.738 5.326 0.0026 -0.0245 -0.0027
H 3.637 0.712 1.059 0.0655 -0.1016 0.0564
H 4.260 2.156 1.812 -0.0002 0.0522 -0.0229
H 3.898 2.187 0.099 -0.0114 -0.0755 -0.0377
H 2.783 4.097 2.494 -0.0031 -0.0264 -0.0122
H 0.643 5.260 3.639 0.0016 0.0175 0.0074
H -0.491 4.041 4.222 0.0272 -0.0232 -0.0030
H -0.854 4.950 2.756 0.0124 0.0005 -0.0130
C -0.672 -1.061 -4.158 0.0399 -0.0083 -0.0171
C -0.162 -0.149 -3.096 0.0505 -0.1904 0.0014
O -0.294 -0.477 -1.878 -0.1623 -0.1742 -0.1809
N 0.458 0.967 -3.443 -0.0200 0.1151 0.1011
C 1.178 1.803 -2.479 0.1058 -0.3158 0.0064
C 2.356 1.007 -1.966 -0.0168 -0.0452 0.1239
C 3.590 1.039 -2.583 -0.0077 0.0064 -0.0149
C 4.569 0.128 -2.204 0.0250 0.0188 -0.0209
C 4.270 -0.814 -1.233 0.0348 -0.0305 -0.0377
C 3.029 -0.781 -0.634 -0.1720 -0.0875 -0.1218
N 2.095 0.128 -0.971 0.3151 -0.3782 0.3803
H -1.519 -1.634 -3.794 0.0012 0.0043 -0.0010
H 0.125 -1.765 -4.416 0.0071 0.0135 0.0097
H -0.947 -0.513 -5.058 0.0034 -0.0042 -0.0055
H 0.572 1.156 -4.430 -0.0635 0.0640 -0.0116
H 0.503 2.079 -1.660 -0.0902 0.1717 -0.0077
H 1.479 2.726 -2.967 0.0193 0.0048 -0.0107
H 3.777 1.761 -3.367 0.0029 -0.0035 0.0055
H 5.543 0.143 -2.678 -0.0106 0.0011 0.0007
H 4.990 -1.562 -0.930 -0.0086 -0.0019 -0.0047
H 2.759 -1.502 0.125 0.0326 0.1038 0.0689
```
Positions in Å, forces in eV/Å.

These are the Mulliken partial charges, in e, on atoms 1 to 6: atom 1 (Ir): 1.03, atom 2 (C): -1.37, atom 3 (C): 0.68, atom 4 (C): -1.28, atom 5 (C): 0.77, atom 6 (C): -1.32

No. 6
Formula: C2H2ClFS
Source: the OMol25 dataset
Level of theory: ωB97M-V/def2-TZVPD

Computed properties:
Frontier orbital gap in eV: 8.6
Electronic energy in hartree: -1035.5982
Energy above the lowest of the compared OMol25 structures with the same formula, charge and spin in kcal/mol: 11.0
HOMO energy in eV: -9.2
Charge: 0

```
7
Properties=species:S:1:pos:R:3:forces:R:3
C -0.485 0.397 0.197 0.4826 -0.5802 -1.0430
C 0.632 -0.525 -0.030 -2.0693 -3.6326 -0.9961
H -0.512 0.509 1.229 -0.8752 0.6721 2.0387
H 0.440 -1.606 -0.189 -0.5494 0.5866 0.7750
F -0.107 1.536 -0.394 -0.9612 1.4818 -0.2576
S 2.049 -0.079 -0.394 3.8996 1.2643 -0.5524
Cl -2.018 -0.233 -0.419 0.0729 0.2080 0.0355
```
Positions in Å, forces in eV/Å.

These are the Mulliken partial charges, in e, on atoms 1 to 6: atom 1 (C): 0.37, atom 2 (C): -0.33, atom 3 (H): 0.24, atom 4 (H): 0.30, atom 5 (F): -0.20, atom 6 (S): -0.23

No. 7
Formula: CH5NO2P
Source: the OMol25 dataset
Level of theory: ωB97M-V/def2-TZVPD

Computed properties:
Frontier orbital gap (alpha / beta) in eV: 6.8 / 7.1
Electronic energy in hartree: -587.5951
Energy above the lowest of the compared OMol25 structures with the same formula, charge and spin in kcal/mol: 142.5
HOMO energy (alpha / beta) in eV: -3.4 / -2.8
Charge: -1

```
10
Properties=species:S:1:pos:R:3:forces:R:3
C -0.168 -0.212 1.096 -1.9129 3.2769 -1.0562
N 0.157 0.587 -1.530 1.2809 -1.4175 -0.7520
O 1.008 2.190 0.477 -0.0426 -0.0910 -0.1913
O 3.326 -1.034 0.074 -0.9373 0.4767 -0.0459
P 0.968 0.749 0.073 0.5833 0.2114 -1.0037
H -1.175 0.296 1.212 1.0188 -0.7668 -0.5428
H -0.137 -1.120 0.654 -0.7949 -3.0881 -1.7752
H 0.183 -0.429 2.019 1.5452 -0.0471 3.0829
H 0.654 1.154 -2.253 -0.4132 -0.1745 1.1110
H 0.325 -0.395 -1.933 -0.3273 1.6201 1.1731
```
Positions in Å, forces in eV/Å.

These are the Mulliken partial charges, in e, on atoms 1 to 6: atom 1 (C): -0.95, atom 2 (N): -0.69, atom 3 (O): -0.62, atom 4 (O): -0.85, atom 5 (P): 0.59, atom 6 (H): 0.29

No. 8
Formula: C4H11S
Source: the OMol25 dataset
Level of theory: ωB97M-V/def2-TZVPD

Computed properties:
Frontier orbital gap in eV: 6.2
Electronic energy in hartree: -557.1765
Energy above the lowest of the compared OMol25 structures with the same formula, charge and spin in kcal/mol: 29.0
HOMO energy in eV: -2.1
Charge: -1

```
16
Properties=species:S:1:pos:R:3:forces:R:3
C 0.049 3.156 0.539 0.7158 1.1162 -1.0108
S 1.321 1.892 0.822 -0.1755 -0.4148 0.1454
H 0.091 3.922 1.329 -0.4368 -0.2580 -0.0685
H -0.977 2.870 0.293 -0.1150 -0.4698 0.6265
H 0.331 3.694 -0.388 0.0105 0.0443 0.3045
C 0.325 -1.148 -1.463 1.4114 -0.9872 2.3477
C -0.710 -1.393 -0.327 -1.7765 1.0945 -2.1254
C -0.046 -1.618 1.015 -0.3842 -0.8843 0.3591
H 0.178 -1.514 -2.473 -0.8304 0.6208 -0.2240
H 0.792 -0.170 -1.295 -0.1646 0.0005 -0.6510
H 1.086 -1.869 -1.097 0.3110 0.3874 -0.5608
H -1.461 -0.567 -0.311 0.8705 0.0942 0.4125
H -1.412 -2.133 -0.743 0.5151 -0.8768 0.8102
H -0.640 -2.266 1.679 -0.1102 0.2651 -0.1250
H 0.186 -0.697 1.542 0.0062 0.2494 -0.2060
H 0.890 -2.159 0.877 0.1526 0.0185 -0.0345
```
Positions in Å, forces in eV/Å.

These are the Mulliken partial charges, in e, on atoms 1 to 6: atom 1 (C): -0.79, atom 2 (S): -0.71, atom 3 (H): 0.21, atom 4 (H): 0.22, atom 5 (H): 0.16, atom 6 (C): -0.89